Below is one molecule with the formula C19H20N2O5, with properties calculated with ωB97M-V/def2-TZVPD.

- molar mass (g/mol) = 356.378
- relative energy (zero: lowest compared OMol25 entry of this formula, charge and spin) (kJ/mol) = 72.86
- HOMO (eV) = -8.46
- SMILES = O=C(CN1C(=O)[C@H]2CC=CC[C@H]2C1=O)NC[C@@H]1COc2ccccc2O1
- largest force on an atom (eV/Å) = 0.70

ORCA input file:
```
! wB97M-V def2-TZVPD RIJCOSX def2/J DEFGRID3
* xyz 0 1
O 3.59389 -1.88697 -0.56382
O -2.84138 -0.59761 1.94018
O 1.27367 -0.80341 0.69818
O -2.92678 -0.18593 -2.57322
O -1.22282 -3.51214 -1.24679
N -2.90803 -0.68259 -0.33763
N -1.03101 -2.56328 0.79247
C -0.75222 3.21546 -0.52674
C -1.67068 -2.81253 -0.36738
C 2.73907 -2.66273 0.24020
C 4.40495 0.31685 -0.88198
C 1.30791 -2.12335 0.17772
C -2.84043 -0.03447 0.87007
C -1.10733 1.97580 -1.28630
C -3.03875 -2.11859 -0.46930
C 0.33407 -2.98911 0.98574
C 4.29467 1.68155 -0.70079
C 2.30628 -0.00810 0.25557
C -1.57310 2.04590 1.44398
C -2.54200 1.55779 -0.90459
C 3.21051 2.20282 -0.01392
C -2.72807 1.45110 0.61138
C 3.42389 -0.53752 -0.39473
C -2.81805 0.16586 -1.43235
C 2.22030 1.36336 0.45847
C -0.99328 3.25282 0.77428
H 0.98708 -2.10709 -0.87489
H -3.46225 -2.32954 -1.45354
H -3.69704 -2.48623 0.32228
H 0.42927 -4.02187 0.63867
H -3.23628 2.26868 -1.35850
H -0.32290 4.04639 -1.06210
H -0.79262 1.28259 1.53727
H 2.79052 -3.68104 -0.14665
H 5.24720 -0.11889 -1.39486
H -1.04347 2.12315 -2.36312
H 0.57594 -2.92668 2.04670
H -1.92585 2.27459 2.44861
H 3.08357 -2.64447 1.28448
H -0.76772 4.11520 1.38107
H 5.06168 2.33594 -1.08457
H 3.12673 3.26584 0.14943
H -3.66339 1.92832 0.91802
H -1.45854 -1.96698 1.48810
H -0.41647 1.17147 -1.01243
H 1.36927 1.75968 0.98733
*
```

Below is a 2-piece molecular cluster, C4H12 overall at a distorted geometry, with properties calculated with ωB97M-V/def2-TZVPD.

- molar mass (g/mol) = 60.140
- relative energy (zero: lowest compared OMol25 entry of this formula, charge and spin) (kJ/mol) = 154.46
- HOMO (eV) = -10.89
- SMILES = CC.CC
- largest force on an atom (eV/Å) = 6.07

ORCA input file:
```
! wB97M-V def2-TZVPD RIJCOSX def2/J DEFGRID3
* xyz 0 1
C 2.13211 -2.49172 1.34693
C -1.48228 2.34025 -1.21319
C 1.51405 -1.25599 0.59154
C -2.22755 1.27788 -0.57309
H 1.30475 -3.21178 1.78702
H -3.20799 1.24443 -1.07284
H -0.97814 3.19234 -0.65545
H 2.82969 -2.89773 0.61616
H 1.78535 -0.18794 0.98695
H 1.56297 -1.04832 -0.53322
H -0.56510 1.89140 -1.77550
H -1.73007 0.27640 -0.88362
H 2.65209 -2.06239 2.17831
H 0.44295 -1.29110 0.76067
H -1.94635 2.90808 -2.01740
H -2.08649 1.31620 0.45674
*
```

Below is a 14-piece molecular cluster, C27H82F3N18O15 overall at a distorted geometry, with properties calculated with ωB97M-V/def2-TZVPD.

- molar mass (g/mol) = 956.058
- HOMO (eV) = -7.17
- largest force on an atom (eV/Å) = 2.36

ORCA input file:
```
! wB97M-V def2-TZVPD RIJCOSX def2/J DEFGRID3
* xyz -1 1
F -1.30435 3.00898 -1.03158
F -0.64767 1.73940 0.58890
F 0.59133 3.38941 -0.05910
O -0.05049 0.18803 -1.49428
O -2.57862 1.58991 4.83312
O 0.58640 1.95124 -2.76238
O 5.37605 1.86071 -3.77682
O -4.23895 -5.51459 1.81233
O -6.21860 4.87224 -0.89110
O 0.03533 -0.35177 -4.42260
O 1.46170 6.97838 -3.92673
O -2.37042 -2.02042 -3.94341
O -2.84799 -0.89718 1.57005
O 2.69118 3.56697 3.02105
O 4.79437 -1.83671 -0.92792
O 3.95731 -3.20169 -3.18016
O -4.04979 1.89996 -5.27473
O 1.87890 -3.27328 4.25263
N -4.53284 3.95428 -2.13334
N -5.07004 -0.49894 6.55251
N 1.52056 -2.53830 -5.85991
N -2.36268 -4.62011 0.89025
N -2.97697 0.10910 -0.48091
N -2.88272 1.33693 -3.42697
N -0.81710 -3.67890 -3.99993
N -2.76937 -3.93168 -2.78363
N 5.42516 2.50711 2.74140
N -4.27475 4.26579 0.13058
N -1.28243 -1.40006 4.18567
N -2.03614 2.92918 -4.81335
N 3.83112 0.63575 -2.64905
N 3.12176 2.29921 -4.02468
N 0.80634 5.70712 -2.15651
N -4.83319 -0.05085 0.86274
N -2.91980 -4.12976 3.07042
N 1.13971 4.73395 -4.21342
C 1.20146 5.87959 -3.45327
C -5.10851 4.37282 -0.96780
C 0.54341 1.50683 -1.48651
C -3.72333 0.76908 4.96875
C 2.98587 2.25670 2.54587
C 0.64585 -2.75124 4.73116
C 0.65867 -0.75150 -0.68798
C -0.24204 -1.96843 -0.47673
C 2.58830 -3.92668 5.27989
C 0.00606 -1.85039 3.69216
C -3.23632 -4.82710 1.93760
C -3.86270 0.34952 6.41911
C 1.46985 3.58419 3.74355
C 4.51829 0.88415 1.17546
C -3.49710 -0.33642 0.69599
C -2.01215 -3.15092 -3.62692
C 2.75660 -3.10994 -3.90364
C 3.75587 -1.50447 -5.56053
C 4.20218 1.61618 -3.54195
C -2.45425 2.09167 3.51473
C 4.31593 2.23598 1.82098
C 0.90820 -0.75148 3.15272
C 2.90755 -2.75396 -5.37579
C -0.21548 2.40650 -0.49687
C -2.67369 -0.41799 6.97091
C 4.69908 -4.37837 -3.25152
C -3.03567 2.02824 -4.59907
H 0.67154 3.63758 2.99404
H -2.56092 -1.38919 6.49231
H 2.20186 -4.05626 -3.79775
H -4.00027 1.28661 6.98022
H -2.09732 3.63855 -5.51645
H 0.97401 -0.33718 0.26985
H -3.41490 2.47770 3.16384
H 1.53333 -2.08125 -6.76431
H 5.28574 3.36811 3.25599
H -2.10573 1.30710 2.83154
H -3.60110 -4.05171 3.80069
H 4.57780 0.09153 1.93412
H -5.31554 -0.58153 1.56381
H -4.64337 1.24729 4.61146
H -3.55348 -3.51522 -2.31994
H 2.14678 1.99532 1.87829
H -2.94040 -0.66155 8.00714
H -5.90019 0.08497 6.50957
H 0.24401 0.45848 -3.91655
H 3.27437 3.05050 -4.66787
H 1.95920 -4.67531 5.78439
H 2.21127 2.14035 -3.59332
H -0.02923 -3.62079 4.80359
H 2.85684 0.50992 -2.43945
H -1.97029 -3.85152 3.23689
H -5.35750 0.46356 0.17927
H 0.74633 -2.32547 5.73555
H -3.63986 0.73541 -3.16021
H 5.37997 1.75277 3.42266
H -0.72762 -2.20215 -1.42410
H 5.47062 0.83295 0.64789
H 0.73064 6.55118 -1.62075
H 1.44888 4.46766 4.37636
H -0.18134 -3.21932 -4.64248
H -4.72360 4.46081 1.00696
H -2.05278 -1.47421 3.53707
H -1.35957 -0.49335 4.62482
H 3.42171 -4.49081 4.86801
H -1.67372 2.85122 3.51020
H 1.43478 4.80718 -5.16688
H -1.71831 -3.85107 0.94412
H -0.27701 -2.48720 2.84330
H 3.86259 -1.23496 -6.61558
H 1.13186 -0.00640 3.91917
H 5.68100 -4.22904 -2.80495
H -2.04432 1.28726 -2.87357
H -1.74866 0.15119 6.94406
H -2.34425 -4.78276 -2.46518
H 4.52682 0.13247 -2.12833
H -3.56975 3.66642 -2.13614
H 0.44441 -0.24578 2.30495
H 1.04154 3.85883 -3.70193
H 4.22677 -5.18739 -2.67620
H -3.53998 -0.12778 4.35882
H 3.73127 0.57127 0.49026
H -0.63536 -0.79541 -3.88391
H 0.52498 4.83674 -1.75581
H 1.83275 -1.21408 2.79594
H -1.97983 0.04318 -0.66134
H 2.91887 1.54574 3.38333
H 0.34242 -2.80238 -0.08316
H 1.14963 -1.81618 -5.23087
H 1.35578 2.68788 4.35883
H 5.63723 -2.29544 -0.87305
H -3.45689 3.68274 0.13380
H 3.30761 -3.60647 -5.93418
H 2.11577 -2.35866 -3.43097
H 1.53152 -1.10810 -1.24941
H 1.58143 1.48522 -1.10802
H -0.45631 -4.54463 -3.64024
H -3.52544 0.73605 -1.04400
H -1.17129 2.79532 -4.31057
H 4.75762 -1.67502 -5.15961
H 2.91227 -3.17350 6.00534
H 3.28434 -0.63288 -5.10588
H 4.23552 2.98342 1.02751
H 4.28184 -2.31920 -1.60614
H -5.05870 -0.85846 7.50227
H -2.66459 -4.92837 -0.01343
H -5.02638 4.00474 -3.00476
H 4.83352 -4.72094 -4.28150
H -1.00746 -1.73825 0.27113
*
```

Below is a 2-piece molecular cluster, C12H7Cl2F9O2S overall at a distorted geometry, with properties calculated with ωB97M-V/def2-TZVPD.

- molar mass (g/mol) = 457.141
- relative energy (zero: lowest compared OMol25 entry of this formula, charge and spin) (kJ/mol) = 20.11
- HOMO (eV) = -9.48
- SMILES = O=C1C=C(S)C(=O)C(C(F)(F)C(F)(F)C(F)(F)C(F)(F)F)=C1.ClCCCl
- largest force on an atom (eV/Å) = 1.18

ORCA input file:
```
! wB97M-V def2-TZVPD RIJCOSX def2/J DEFGRID3
* xyz 0 1
Cl 3.57866 0.47331 -4.46146
Cl 0.90587 0.04411 -2.40853
S -3.47934 0.13761 -2.69276
F 2.39703 -1.95118 1.49001
F -1.46519 -1.46000 3.97824
F 0.71578 -3.34100 1.36306
F 0.89589 -2.04896 3.69884
F 0.95021 -0.11237 2.70599
F -3.10027 -0.22310 2.29510
F -1.60116 -2.36125 2.00860
F 0.64844 -1.44209 0.27675
F -1.45212 0.94077 3.10657
O 0.29686 3.00829 -0.92253
O -2.14576 -1.39085 -0.47849
C -1.61639 1.85770 -1.71501
C -0.61627 2.22721 -0.69745
C 2.62077 0.12597 -1.92718
C -1.47421 0.49392 0.81270
C -1.76233 -0.00379 2.20684
C -2.27879 0.70923 -1.56535
C 0.45182 -1.35236 2.64016
C 3.40088 1.07816 -2.79436
C 1.05237 -2.05331 1.40060
C -1.97594 -0.19887 -0.39942
C -1.10363 -1.32565 2.68736
C -0.81865 1.64055 0.65468
H -3.77965 -1.02239 -2.09544
H 2.64424 0.47028 -0.89419
H 2.92081 2.05216 -2.84055
H -1.80828 2.49918 -2.55575
H 3.02880 -0.88058 -1.96798
H 4.40400 1.20093 -2.39016
H -0.43445 2.20837 1.48112
*
```

HOMO of number 2 (C4H12)?
-10.89 eV

Look up the molar mass of the third one.
956.058 g/mol

Look up the largest force on an atom of the third one.
2.36 eV/Å

What is the formula in the fourth record?
C12H7Cl2F9O2S